Record 1
Computed, not measured: 2 unconnected molecules or ions with the total composition C3H2ClF2N, with ωB97M-V/def2-TZVPD.

Element x y z (Å)
C (-0.86, -2.20, 0.59)
C (0.45, -0.21, -0.34)
C (0.34, -1.48, 0.46)
N (-1.94, -2.63, 0.67)
F (1.71, 0.18, -0.36)
F (1.41, -1.76, 1.21)
Cl (0.60, -3.07, -1.66)
H (-0.17, 0.60, 0.13)
H (-0.12, -0.56, -1.30)

## Properties
ΔE to the lowest compared entry with this formula, charge and spin (kcal per mole): 47.51
Maximum force (Eh/bohr): 0.0680
Energy (Ha): -830.0653


Record 2
Computed, not measured: C3H2ClF3 in the gas phase, with ωB97M-V/def2-TZVPD.

Element x y z (Å)
C (-0.75, 1.30, 0.08)
C (-0.28, 0.12, -0.29)
C (0.54, -0.73, 0.61)
H (-1.36, 1.89, -0.77)
H (-0.06, -1.63, 1.24)
F (-0.77, 1.67, 1.46)
F (1.04, 0.18, 1.72)
F (1.65, -1.34, -0.22)
Cl (-0.76, -0.53, -1.74)

## Properties
ΔE to the lowest compared entry with this formula, charge and spin (kcal per mole): 44.69
Maximum force (Eh/bohr): 0.0874
Energy (Ha): -875.1983
SMILES string: F/C=C(/Cl)C(F)F


Record 3
Computed, not measured: 2 unconnected molecules or ions with the total composition C3H2ClF4NO, with ωB97M-V/def2-TZVPD.

Element x y z (Å)
C (0.86, 0.07, -0.62)
C (0.23, 1.35, -0.76)
C (-2.05, -1.06, 0.95)
N (1.85, -0.07, 0.31)
O (0.44, -0.90, -1.23)
F (0.67, 2.49, -0.37)
F (-0.87, 1.45, -1.49)
F (-1.27, -1.91, 1.55)
F (-2.15, 0.11, 1.50)
Cl (-2.38, -1.12, -0.72)
H (2.45, 0.60, 0.60)
H (2.21, -1.00, 0.27)

## Properties
2S+1: 3
Expectation value of S²: 2.009
Maximum force (Eh/bohr): 0.0566
Energy (Ha): -1105.0384


Record 4
Computed, not measured: C3H2ClF5O in the gas phase, with ωB97M-V/def2-TZVPD.

Element x y z (Å)
C (-1.75, 0.13, 0.01)
C (-0.93, -1.19, -0.30)
C (1.38, -0.40, -0.04)
H (-0.91, -1.64, 0.55)
H (-1.47, -1.71, -1.12)
O (0.35, -0.82, -0.82)
F (-2.92, -0.29, 0.55)
F (-0.91, 0.74, 0.89)
F (-2.03, 0.95, -1.16)
F (2.25, -1.25, -0.41)
F (0.92, -0.59, 1.25)
Cl (1.86, 1.34, -0.05)

## Properties
ΔE to the lowest compared entry with this formula, charge and spin (kcal per mole): 38.70
Maximum force (Eh/bohr): 0.1542
Energy (Ha): -1150.2332
SMILES string: FC(F)(F)COC(F)(F)Cl